The following is a quantum chemistry calculation of a structure of composition C18H30AsN2NaO3S4, from OMol25.

As for the spin multiplicity: 1. The maximum force comes out at 0.024 hartree/bohr. As for the HOMO-LUMO gap: 2.3 eV. The value obtained for the energy relative to the best compared isomer or geometry (same formula, charge and spin) is 2.000 eV. The charge is -2. The LUMO energy is 3.000 eV.

Structure (XYZ):
```
59
C18H30AsN2NaO3S4 the ωB97M-V functional and the def2-TZVPD basis
N 0.243 1.784 -3.945
C -0.946 -2.318 2.283
C -0.915 1.610 -4.820
H -0.720 2.717 2.101
H -0.604 1.771 -5.857
H 0.503 -3.800 1.723
Na -0.436 -0.773 -1.190
H -1.305 0.607 -4.686
H 1.318 2.149 -1.557
H 4.851 -1.638 -0.181
H 2.607 1.194 -2.382
C 2.577 -0.555 -0.585
H -3.291 2.175 1.847
H 5.159 -3.319 0.220
H 3.433 -0.432 -1.266
H -4.177 1.621 3.288
C 4.438 -2.507 0.325
S -2.704 1.028 -1.768
N 3.192 -2.925 -0.270
C -0.011 -1.476 2.867
C -0.901 2.719 3.175
H 0.074 3.689 -3.068
H -2.980 -2.456 1.623
H 1.763 3.164 -3.501
O 0.241 -0.366 -3.211
H 0.031 2.512 3.701
H -3.565 -0.182 2.267
O 1.500 0.238 -0.923
H -1.680 2.336 -4.532
S -2.470 4.546 -3.038
H 3.575 -4.963 -0.490
C 2.837 -4.304 -0.025
H 2.806 -4.511 1.052
H -3.499 3.243 3.241
H 0.405 0.438 3.706
H 2.921 -0.291 0.430
C -0.359 -0.195 3.274
C -2.239 -1.834 2.112
C 2.188 -2.046 -0.566
H 1.010 -1.823 2.996
H 1.855 -4.498 -0.448
S -4.919 2.097 -3.991
H -1.052 -3.996 0.928
H -2.107 1.692 4.618
H 4.329 -2.281 1.393
H -0.870 -4.449 2.620
C 0.709 3.152 -3.781
C -2.006 1.719 3.519
S -1.390 1.482 -0.131
C 1.582 1.183 -1.983
C 0.606 0.810 -3.119
C -0.574 -3.712 1.866
H 0.615 3.648 -4.746
H -1.220 3.725 3.458
C -2.577 -0.549 2.496
C -3.327 2.209 2.937
As -3.928 3.055 -2.271
C -1.646 0.301 3.090
O 1.049 -2.418 -0.826
```